No. 1
C2H6N3O3 | ωB97M-V/def2-TZVPD

Each line ends with the Löwdin charge.
Atoms and positions in Å:
O (-3.101, 0.441, -0.762)  0.16
O (-0.031, -0.504, -0.575)  0.02
O (-1.913, 0.559, -2.548)  0.19
N (-2.108, 0.517, -1.414)  -0.38
N (-0.428, 1.767, -0.158)  0.13
N (0.788, 1.921, 0.687)  0.16
C (-0.834, -1.619, -0.724)  -0.04
C (-0.663, 0.602, -0.566)  -0.29
H (0.470, 2.021, 1.673)  0.17
H (-1.652, -1.613, -0.037)  0.10
H (-0.104, -2.550, -0.647)  0.16
H (-1.189, -1.630, -1.839)  0.14
H (1.225, 2.938, 0.523)  0.24
H (1.355, 0.956, 0.663)  0.23

The SMILES is CO/C(=N\[NH3+])[N+](=O)[O-]. The net charge is +1. Its HOMO energy is -15.1 eV. The calculation puts the energy above the lowest of the compared OMol25 structures with the same formula, charge and spin at 187.9 kJ/mol. As for the HOMO-LUMO gap: 10.68 eV.



No. 2
C2H6N3O3 | ωB97M-V/def2-TZVPD

Each line ends with the Löwdin charge.
Atoms and positions in Å:
O (-0.220, 0.916, -0.481)  0.05
O (-1.033, 2.845, -1.452)  0.35
O (-2.425, 1.277, -1.141)  0.27
N (0.767, -0.825, 0.678)  0.07
N (-1.444, -0.950, 0.313)  0.22
N (-1.462, 1.872, -1.145)  -0.28
C (-0.313, -0.253, 0.202)  -0.38
C (2.066, -0.322, 0.338)  -0.05
H (-2.407, -0.702, 0.340)  0.12
H (-1.572, -1.921, 0.489)  0.13
H (1.974, 0.701, -0.165)  0.12
H (2.903, -0.319, 1.160)  0.15
H (0.714, -1.558, 1.378)  0.18
H (2.452, -0.759, -0.513)  0.06

The SMILES is C/[NH+]=C(/N)O[N+](=O)[O-]. The net charge is +1. Its HOMO energy is -14.9 eV. The calculation puts the energy above the lowest of the compared OMol25 structures with the same formula, charge and spin at 32.5 kJ/mol. As for the HOMO-LUMO gap: 10.12 eV.



No. 3
C2H6N3S | ωB97M-V/def2-TZVPD

Each line ends with the Löwdin charge.
Atoms and positions in Å:
S (1.464, -1.181, 0.036)  1.14
N (0.210, -0.502, 0.689)  -0.34
N (-1.573, -1.039, -0.384)  0.08
N (1.308, 1.394, -0.236)  0.06
C (0.226, 1.022, 0.623)  -0.21
C (2.011, 0.402, -0.624)  -0.30
H (0.231, 1.221, 1.732)  0.17
H (-1.969, -1.962, -0.571)  0.09
H (-0.820, 1.280, 0.391)  0.14
H (2.789, 0.619, -1.230)  0.06
H (-1.975, -0.319, -0.980)  0.08
H (-1.902, -0.937, 0.556)  0.05

The net charge is +1. Its HOMO energy (alpha / beta) is -14.7 / -14.7 eV. The calculation puts the energy above the lowest of the compared OMol25 structures with the same formula, charge and spin at 334.5 kJ/mol. As for the HOMO-LUMO gap (alpha / beta): 8.17 / 8.17 eV.



No. 4
C2H6N3S | ωB97M-V/def2-TZVPD

Each line ends with the Löwdin charge.
Atoms and positions in Å:
S (1.141, 0.499, -0.762)  1.23
N (-1.687, 0.318, -1.225)  0.18
N (0.054, -0.178, 0.069)  -0.19
N (-2.018, 0.352, 1.026)  0.20
C (2.641, -0.439, -0.150)  -0.18
C (-1.234, 0.178, -0.021)  -0.67
H (-2.662, 0.514, -1.293)  0.07
H (-1.837, 0.106, 1.952)  0.11
H (2.418, -1.372, -0.606)  0.05
H (2.542, -0.321, 0.879)  0.03
H (3.584, -0.155, -0.576)  0.07
H (-2.942, 0.496, 0.707)  0.12

The net charge is +1. Its HOMO energy (alpha / beta) is -14.1 / -14.1 eV. The calculation puts the energy above the lowest of the compared OMol25 structures with the same formula, charge and spin at 294.4 kJ/mol. As for the HOMO-LUMO gap (alpha / beta): 6.59 / 6.60 eV.



No. 5
C2H6N3S | ωB97M-V/def2-TZVPD

Each line ends with the Löwdin charge.
Atoms and positions in Å:
S (1.232, -0.905, -1.553)  1.06
N (-0.846, -0.105, -0.160)  -0.21
N (-2.128, 0.139, 0.013)  0.15
N (-0.262, -1.034, -1.226)  -0.27
C (1.645, -0.110, 0.020)  -0.38
C (0.332, 0.492, 0.535)  -0.16
H (0.385, 1.629, 0.315)  0.16
H (1.984, -1.004, 0.624)  0.10
H (-2.640, 0.227, -0.851)  0.14
H (0.235, 0.181, 1.600)  0.14
H (2.596, 0.480, -0.237)  0.12
H (-2.531, 0.009, 0.920)  0.13

The net charge is +1. Its HOMO energy (alpha / beta) is -13.9 / -13.6 eV. The calculation puts the energy above the lowest of the compared OMol25 structures with the same formula, charge and spin at 432.1 kJ/mol. As for the HOMO-LUMO gap (alpha / beta): 7.97 / 7.51 eV.



No. 6
C2H6N4 | ωB97M-V/def2-TZVPD

Each line ends with the Löwdin charge.
Atoms and positions in Å:
N (0.632, -1.273, -0.784)  0.06
N (1.523, 0.626, 0.231)  0.08
N (-2.355, -1.161, 0.441)  0.17
N (-1.602, 1.086, 0.121)  0.13
C (0.739, -0.029, -0.717)  -0.41
C (-1.868, -0.096, 0.170)  -0.43
H (-1.581, 1.417, -0.827)  0.07
H (2.090, 0.232, 1.007)  0.12
H (0.950, -1.846, 0.005)  0.05
H (0.484, 0.777, -1.299)  0.08
H (1.467, 1.569, 0.269)  0.03
H (-1.759, -1.954, 0.479)  0.05

The SMILES is [H]/N=C\N.N=C=N. Its HOMO energy is -9.5 eV. The calculation puts the energy above the lowest of the compared OMol25 structures with the same formula, charge and spin at 204.8 kJ/mol. As for the HOMO-LUMO gap: 10.38 eV.



No. 7
C2H6N4 | ωB97M-V/def2-TZVPD

Each line ends with the Löwdin charge.
Atoms and positions in Å:
N (-1.271, 1.238, -0.022)  0.10
N (-2.037, -0.916, -0.156)  0.09
N (2.705, -0.077, -0.028)  0.06
N (0.363, -0.496, 0.004)  0.06
C (-1.015, -0.117, -0.079)  -0.54
C (1.508, 0.282, -0.285)  -0.30
H (-2.255, 1.405, 0.147)  0.09
H (1.317, 1.220, -0.773)  0.11
H (2.689, -0.989, 0.534)  0.07
H (-1.796, -1.894, -0.161)  0.02
H (-0.633, 1.830, 0.553)  0.11
H (0.427, -1.485, 0.264)  0.14

The SMILES is [H]/N=C\N/C(N)=N\[H]. Its HOMO energy is -9.3 eV. The calculation puts the energy above the lowest of the compared OMol25 structures with the same formula, charge and spin at 62.2 kJ/mol. As for the HOMO-LUMO gap: 10.05 eV.



No. 8
C2H6N4 | ωB97M-V/def2-TZVPD

Each line ends with the Löwdin charge.
Atoms and positions in Å:
N (-0.028, 1.499, -0.657)  0.23
N (0.995, -1.441, 0.679)  -0.06
N (0.740, -0.493, -0.207)  -0.28
N (1.606, 0.748, -0.221)  0.11
C (-0.431, 0.333, -0.370)  -0.46
C (-1.791, -0.224, -0.229)  -0.01
H (-2.546, 0.558, -0.192)  0.08
H (-1.993, -0.890, -1.071)  0.09
H (1.009, -1.020, 1.624)  -0.02
H (2.474, 0.641, -0.753)  0.12
H (-1.814, -0.829, 0.682)  0.08
H (1.779, 1.119, 0.714)  0.12

Its HOMO energy (alpha / beta) is -7.8 / -7.8 eV. The calculation puts the energy above the lowest of the compared OMol25 structures with the same formula, charge and spin at 639.9 kJ/mol. As for the HOMO-LUMO gap (alpha / beta): 7.39 / 7.38 eV.



No. 9
C2H6N4 | ωB97M-V/def2-TZVPD

Each line ends with the Löwdin charge.
Atoms and positions in Å:
N (1.746, 0.957, 0.721)  0.12
N (-1.123, 0.492, 0.534)  0.02
N (0.051, -0.377, -1.237)  -0.07
N (-1.276, -0.187, -0.730)  -0.15
C (0.760, -1.192, -0.251)  -0.21
C (0.929, 0.154, 0.258)  -0.30
H (0.212, -1.924, 0.354)  0.11
H (-1.175, 1.508, 0.502)  0.11
H (-1.509, -0.008, 1.333)  0.11
H (-1.894, 0.219, -1.422)  0.10
H (1.595, 1.952, 0.600)  0.05
H (1.683, -1.593, -0.661)  0.11

The SMILES is [H]/N=C1/CN1NN. Its HOMO energy is -7.6 eV. The calculation puts the energy above the lowest of the compared OMol25 structures with the same formula, charge and spin at 564.7 kJ/mol. As for the HOMO-LUMO gap: 8.44 eV.



No. 10
C2H6N4 | ωB97M-V/def2-TZVPD

Each line ends with the Löwdin charge.
Atoms and positions in Å:
N (-0.932, 2.017, -2.276)  0.27
N (1.084, -1.176, 1.228)  0.22
N (-1.128, -0.350, 1.510)  0.38
N (1.500, -1.042, -0.142)  0.15
C (0.495, -0.389, -0.501)  0.23
C (-0.041, -0.540, 0.931)  -0.21
H (-1.833, 0.334, 1.160)  0.22
H (-0.145, 2.299, -2.876)  0.05
H (-1.320, -0.779, 2.333)  0.14
H (2.446, -1.249, -0.740)  0.31
H (-1.945, 2.059, -2.509)  0.06
H (1.819, -1.184, 1.883)  0.19

The net charge is +2. Its HOMO energy (alpha / beta) is -18.6 / -19.8 eV. The calculation puts the energy above the lowest of the compared OMol25 structures with the same formula, charge and spin at 870.3 kJ/mol. As for the HOMO-LUMO gap (alpha / beta): 5.54 / 8.69 eV.



No. 11
C2H6N4O | ωB97M-V/def2-TZVPD

Each line ends with the Löwdin charge.
Atoms and positions in Å:
O (-2.250, -0.830, 0.012)  -0.13
N (-1.726, 0.489, 0.156)  -0.02
N (1.652, -1.015, -0.173)  -0.01
N (0.395, 1.565, -0.165)  0.08
N (0.282, -0.677, -0.067)  -0.04
C (2.512, -0.029, 0.255)  -0.01
C (-0.302, 0.490, -0.124)  -0.56
H (-2.304, 1.165, -0.412)  0.15
H (-0.303, -1.484, -0.627)  0.21
H (2.206, 0.953, 0.497)  0.01
H (-2.449, -1.243, 0.945)  0.16
H (3.613, -0.368, 0.212)  0.08
H (-0.237, 2.312, 0.239)  0.07

The SMILES is [H]/N=C(\NO)NN=C. Its HOMO energy is -8.9 eV. The calculation puts the energy above the lowest of the compared OMol25 structures with the same formula, charge and spin at 506.6 kJ/mol. As for the HOMO-LUMO gap: 9.54 eV.



No. 12
C2H6N4O | ωB97M-V/def2-TZVPD

Each line ends with the Löwdin charge.
Atoms and positions in Å:
O (1.990, 0.590, -0.287)  0.35
N (-1.382, 0.043, -0.038)  0.14
N (-2.367, -0.193, -0.514)  0.38
N (-0.169, 1.835, 0.068)  0.28
N (1.089, -0.105, -0.086)  -0.09
C (-0.226, 0.573, -0.183)  -0.21
C (1.095, -1.460, 0.148)  0.10
H (0.657, 2.246, 0.533)  0.18
H (0.129, -1.776, 0.183)  0.08
H (1.640, -1.975, -0.696)  0.20
H (-3.218, -0.494, -0.030)  0.20
H (-0.807, 2.566, -0.220)  0.18
H (1.567, -1.850, 1.123)  0.21

The SMILES is [H]/N=N/C(=[NH2+])[N+](C)=O. The net charge is +2. Its HOMO energy (alpha / beta) is -19.9 / -19.9 eV. The calculation puts the energy above the lowest of the compared OMol25 structures with the same formula, charge and spin at 0.0 kJ/mol. As for the HOMO-LUMO gap (alpha / beta): 7.12 / 7.12 eV.



No. 13
C2H6N4O2 | ωB97M-V/def2-TZVPD

Each line ends with the Löwdin charge.
Atoms and positions in Å:
O (1.498, 1.461, -0.850)  0.08
O (-1.808, -0.910, 1.020)  0.09
N (-0.444, 0.183, -0.515)  -0.07
N (-0.375, -0.267, -1.885)  0.09
N (0.453, 1.623, 1.159)  0.13
N (0.374, -1.531, 0.747)  0.17
C (0.602, 1.092, -0.096)  -0.52
C (-0.757, -0.805, 0.404)  -0.57
H (-1.251, 0.016, -2.333)  0.09
H (0.322, 0.329, -2.351)  0.08
H (0.969, -1.818, -0.021)  0.11
H (-0.500, 1.901, 1.373)  0.11
H (0.220, -2.239, 1.455)  0.11
H (0.697, 0.965, 1.893)  0.10

The SMILES is NC(=O)N(N)C(N)=O. Its HOMO energy is -9.7 eV. The calculation puts the energy above the lowest of the compared OMol25 structures with the same formula, charge and spin at 40.4 kJ/mol. As for the HOMO-LUMO gap: 10.28 eV.



No. 14
C2H6N4O3 | ωB97M-V/def2-TZVPD

Each line ends with the Löwdin charge.
Atoms and positions in Å:
O (-1.814, -3.106, 2.593)  0.34
O (-2.401, -1.393, 1.231)  0.24
O (-0.576, 0.030, 0.075)  0.07
N (0.234, 2.156, -0.084)  0.33
N (0.124, 0.870, -1.978)  0.30
N (1.417, -0.965, 0.390)  0.22
N (-2.126, -2.286, 1.908)  -0.16
C (0.155, -0.966, 0.590)  0.03
C (-0.187, 1.089, -0.731)  -0.32
H (0.592, 1.522, -2.657)  0.21
H (1.935, -0.325, -0.202)  0.15
H (2.032, -1.725, 0.721)  0.18
H (0.779, 2.885, -0.434)  0.15
H (-0.094, -0.068, -2.210)  0.15
H (-0.071, 2.280, 0.787)  0.11

The net charge is +2. As for the multiplicity: 3. The expectation value of S² is 2.0078. Its HOMO energy (alpha / beta) is -13.9 / -20.6 eV. As for the HOMO-LUMO gap (alpha / beta): 4.30 / 8.98 eV.



No. 15
C2H6N4O5P | ωB97M-V/def2-TZVPD

Each line ends with the Löwdin charge.
Atoms and positions in Å:
P (0.828, 0.239, 1.235)  0.23
O (0.013, 1.212, -5.089)  -0.01
O (1.194, 1.428, 0.418)  -0.31
O (1.976, -0.907, 1.202)  -0.12
O (-0.475, -0.546, 0.411)  -0.08
O (0.321, 0.250, 2.621)  -0.33
N (-2.454, -1.576, 4.179)  0.01
N (1.200, 1.747, -3.251)  0.11
N (-0.650, 0.350, -3.099)  0.05
N (-0.476, 0.193, -1.891)  0.02
C (0.210, 1.093, -3.897)  -0.69
C (-0.337, -0.414, -0.884)  -0.14
H (2.202, -1.381, 1.939)  0.01
H (-1.765, -1.264, 3.445)  0.02
H (-3.133, -2.218, 3.792)  -0.01
H (1.894, 2.287, -3.860)  0.13
H (-1.996, -2.019, 4.933)  -0.03
H (1.450, 1.528, -2.204)  0.13

The net charge is -1. Its HOMO energy is -5.1 eV. The calculation puts the energy above the lowest of the compared OMol25 structures with the same formula, charge and spin at 212.0 kJ/mol. As for the HOMO-LUMO gap: 8.27 eV.



No. 16
C2H6N4S | ωB97M-V/def2-TZVPD

Each line ends with the Löwdin charge.
Atoms and positions in Å:
S (0.607, 0.724, -2.334)  0.97
N (1.190, -0.031, -1.084)  -0.37
N (1.171, 0.686, 0.001)  -0.44
N (-0.827, -1.641, -0.034)  -0.01
N (1.606, 0.260, 1.092)  0.06
C (0.220, 2.108, -1.497)  -0.38
C (0.561, 1.934, -0.162)  -0.11
H (0.363, 2.420, 0.839)  0.14
H (0.200, -1.559, -0.065)  -0.04
H (-1.130, -2.449, 0.537)  0.02
H (-1.215, -1.645, -1.002)  0.01
H (2.016, -0.731, 0.934)  0.09
H (-0.316, 2.820, -2.103)  0.06

Its HOMO energy (alpha / beta) is -7.9 / -7.9 eV. The calculation puts the energy above the lowest of the compared OMol25 structures with the same formula, charge and spin at 341.7 kJ/mol. As for the HOMO-LUMO gap (alpha / beta): 8.49 / 8.49 eV.



No. 17
C2H6N4S | ωB97M-V/def2-TZVPD

Each line ends with the Löwdin charge.
Atoms and positions in Å:
S (-0.132, 0.710, -0.651)  0.96
N (-1.842, -0.406, 0.803)  -0.35
N (-1.702, 0.571, 0.192)  -0.20
N (0.655, -0.461, 0.012)  -0.42
N (-1.732, -1.439, 1.236)  0.21
C (0.798, -1.697, -0.698)  -0.26
C (0.256, 2.102, 0.389)  -0.25
H (1.515, -1.735, -1.550)  0.07
H (0.251, 2.993, -0.273)  0.06
H (1.259, 1.652, 0.662)  0.07
H (-0.077, -1.913, -1.305)  0.05
H (1.091, -2.460, -0.022)  0.06
H (-0.339, 2.084, 1.207)  0.00

Its HOMO energy is -8.9 eV. The calculation puts the energy above the lowest of the compared OMol25 structures with the same formula, charge and spin at 479.5 kJ/mol. As for the HOMO-LUMO gap: 9.19 eV.



No. 18
C2H6N4S | ωB97M-V/def2-TZVPD

Each line ends with the Löwdin charge.
Atoms and positions in Å:
S (-2.553, 0.552, -0.062)  0.45
N (-0.097, -0.966, -0.612)  -0.05
N (1.092, 0.098, -1.960)  -0.05
N (0.148, -0.799, -1.830)  -0.01
N (1.488, 0.529, -0.761)  0.10
C (0.694, -0.088, 0.100)  -0.42
C (0.608, 0.142, 1.548)  -0.02
H (-0.429, 0.188, 1.808)  0.05
H (1.090, -0.626, 2.034)  0.06
H (1.565, 0.306, -2.935)  0.22
H (-1.524, -0.438, -0.030)  -0.18
H (1.010, 1.128, 1.709)  0.09
H (-3.093, -0.026, 0.992)  -0.25

The SMILES is Cc1nn[nH]n1.S. Its HOMO energy is -9.1 eV. The calculation puts the energy above the lowest of the compared OMol25 structures with the same formula, charge and spin at 208.9 kJ/mol. As for the HOMO-LUMO gap: 9.97 eV.



No. 19
C2H6N4S | ωB97M-V/def2-TZVPD

Each line ends with the Löwdin charge.
Atoms and positions in Å:
S (-0.898, -0.655, -2.363)  0.64
N (-0.004, -0.990, 0.827)  -0.05
N (1.973, 0.337, 0.860)  0.12
N (-1.405, -0.934, 0.869)  0.01
N (0.260, 0.959, -0.504)  0.01
C (0.801, 0.056, 0.453)  -0.50
C (-0.307, 0.728, -1.716)  -0.69
H (-1.742, -1.127, -0.080)  0.00
H (-0.327, 1.646, -2.305)  0.06
H (0.751, 1.845, -0.420)  0.14
H (0.376, -1.578, 1.546)  0.13
H (2.256, -0.257, 1.643)  0.05
H (-1.735, -0.029, 1.190)  0.08

The SMILES is [H]/N=C(\NN)NC=S. Its HOMO energy is -8.8 eV. The calculation puts the energy above the lowest of the compared OMol25 structures with the same formula, charge and spin at 109.4 kJ/mol. As for the HOMO-LUMO gap: 9.06 eV.



No. 20
C2H6N4S | ωB97M-V/def2-TZVPD

Each line ends with the Löwdin charge.
Atoms and positions in Å:
S (1.933, -0.405, 0.604)  0.88
N (-1.601, -0.771, -0.808)  0.10
N (-0.712, 0.298, 1.636)  -0.03
N (0.291, -0.759, 0.612)  -0.44
N (-0.172, -0.480, -0.613)  -0.33
C (1.767, 0.706, -0.832)  -0.35
C (0.549, 0.465, -1.340)  -0.19
H (2.659, 1.252, -1.210)  0.07
H (-0.113, 1.052, 2.061)  0.02
H (-0.817, -0.424, 2.422)  0.05
H (-0.059, 0.959, -2.023)  0.10
H (-2.195, -0.251, -0.106)  0.09
H (-1.531, -1.641, -0.402)  0.03

Its HOMO energy is -7.4 eV. The calculation puts the energy above the lowest of the compared OMol25 structures with the same formula, charge and spin at 486.2 kJ/mol. As for the HOMO-LUMO gap: 8.33 eV.